A molecular structure, C26H33BF4LiNNaO13S at a distorted geometry, computed with ωB97M-V/def2-TZVPD.

For the relative energy (zero: lowest compared OMol25 entry of this formula, charge and spin), the calculation gives 513.63 kJ/mol. For the frontier orbital gap, the calculation gives 1.9865 eV.

The geometry in ORCA input format:
```
! RIJCOSX wB97M-V def2-TZVPD def2/J DEFGRID3
* xyz -1 1
C 1.56975 -0.69429 2.95579
C 2.49891 -1.32628 1.85340
S 3.76994 -0.16624 1.17108
C 2.92546 1.43969 0.75507
C 2.52174 1.31747 -0.76841
C 3.74943 1.58721 -1.73318
N 3.79987 0.58436 -2.83984
O 1.29680 1.96483 -1.17244
C 1.01562 3.21037 -0.68684
F 0.38220 3.21667 0.63690
C 2.14187 4.29763 -0.75608
C 1.73633 5.60368 0.08116
C 2.39158 5.50155 1.49733
F 3.79828 5.58483 1.36115
C -0.16240 3.73000 -1.65226
C -1.49168 3.35555 -0.92278
C -2.25014 4.43743 -0.28070
C -3.49492 4.12314 0.45795
C -3.99453 2.75154 0.59088
C -5.27846 2.39291 1.39667
C -3.22716 1.68212 -0.07428
C -1.93299 1.98770 -0.84818
H 0.91800 -1.43786 3.48202
H 2.11967 -0.08949 3.72926
H 0.86392 0.03807 2.44433
H 1.81111 -1.73244 1.05372
H 2.97263 -2.23739 2.31182
H 2.04553 1.48146 1.45387
H 3.63829 2.27681 0.95749
H 2.33088 0.21360 -0.91228
H 4.71974 1.51092 -1.17828
H 3.67211 2.60026 -2.23283
H 2.89649 0.55428 -3.33194
H 4.42600 1.01208 -3.53697
H 2.27465 4.62507 -1.82270
H 3.13609 3.96715 -0.37471
H 2.20871 6.45787 -0.48032
H 0.62335 5.74092 0.11506
H 2.05694 6.36477 2.12698
H 2.08275 4.54134 1.99343
H -0.10216 3.18234 -2.63279
H -0.07797 4.82568 -1.84985
H -1.90399 5.49595 -0.34642
H -4.06314 4.94363 0.95652
H -6.23118 2.74208 0.93240
H -5.18944 2.92789 2.38593
H -5.27205 1.29960 1.65687
H -3.61899 0.62221 0.04588
H -1.40456 1.11791 -1.31023
Li -4.79026 -0.08312 -0.85567
B 0.55170 -4.63764 3.94582
O -0.15831 -4.07071 2.77041
C -1.44197 -4.04263 3.05423
O -2.30414 -3.63388 2.30913
C -1.66129 -4.58649 4.42800
O -2.72638 -4.69471 4.98529
O -0.49902 -4.93364 4.94981
F 1.46704 -3.69084 4.46275
F 1.22525 -5.81982 3.58446
C 7.57488 -0.41553 -1.93548
O 7.13755 -0.45206 -3.11650
O 6.69115 0.24166 -1.08244
O 8.62301 -0.84832 -1.44328
H 6.05952 0.40397 -1.80399
C -4.61170 -6.35949 -1.17812
C -4.32453 -5.11106 -0.79124
C -3.80661 -4.09357 -1.76698
O -3.57201 -2.95213 -1.39295
C -3.59682 -4.51359 -3.14751
C -3.88107 -5.76340 -3.52869
C -4.42336 -6.76987 -2.56613
O -4.68550 -7.89012 -2.96256
O -3.69359 -6.17147 -4.79329
O -4.49126 -4.72660 0.48701
H -4.98717 -7.10255 -0.48841
H -3.20646 -3.77695 -3.83616
H -3.97352 -7.10751 -4.80979
H -4.21597 -3.79224 0.52240
Na -1.26872 1.52501 1.31653
O 1.94311 -2.22487 -1.24895
H 2.34751 -1.53248 -0.72638
*
```

---

A molecular structure, C26H33BN6O8PSSr, computed with ωB97M-V/def2-TZVPD.

For the relative energy (zero: lowest compared OMol25 entry of this formula, charge and spin), the calculation gives 132.81 kJ/mol. For the frontier orbital gap, the calculation gives 7.4215 eV.

The geometry in ORCA input format:
```
! RIJCOSX wB97M-V def2-TZVPD def2/J DEFGRID3
* xyz 1 1
Sr -0.23796 1.06015 -0.56034
C -1.62170 -4.55673 5.48961
C -1.40162 -3.24404 4.79297
C -1.16755 -3.19233 3.41964
C -0.98064 -1.98608 2.76838
C -1.03015 -0.81216 3.50904
C -1.25812 -0.83165 4.87748
C -1.44202 -2.04934 5.51038
S -0.77938 0.72111 2.69118
O -0.77022 1.79505 3.65710
O -1.78904 0.84828 1.62861
N 0.56354 0.62706 1.85523
C 1.85916 0.53054 2.34407
C 2.24790 0.28890 3.64072
C 3.61147 0.17128 3.97836
C 4.58935 0.30018 3.03320
C 4.22891 0.57060 1.69235
C 5.18414 0.72763 0.66301
C 4.77498 1.00196 -0.61043
C 3.39784 1.12885 -0.86038
N 2.46921 0.98088 0.05966
C 2.86833 0.69541 1.34150
H -1.37504 -5.39648 4.84248
H -2.66579 -4.65884 5.79073
H -1.01411 -4.62724 6.39192
H -1.13110 -4.11283 2.85017
H -0.79483 -1.96510 1.70013
H -1.29094 0.09728 5.43098
H -1.62122 -2.07229 6.57827
H 1.49658 0.17547 4.41097
H 3.87634 -0.03016 5.00772
H 5.63609 0.20284 3.28869
H 6.23549 0.62801 0.90390
H 5.47815 1.12648 -1.42127
H 3.05598 1.35903 -1.86480
C 0.20186 1.59873 -6.09654
O -0.61595 0.67619 -5.35822
C -1.51410 1.21466 -4.54433
O -1.68918 2.42737 -4.45385
N -2.19915 0.25828 -3.89054
N -3.06614 0.60818 -2.84305
H -0.37556 2.05655 -6.89718
H 1.00559 0.99810 -6.50847
H 0.59598 2.36965 -5.43841
H -1.80667 -0.68074 -3.89543
H -2.78153 0.07850 -2.02205
H -4.01234 0.33998 -3.08544
N -2.45468 4.48886 -3.01449
C -2.36300 4.38307 -1.52870
P -0.56789 4.43661 -1.09604
O -0.08703 5.82376 -1.21841
O 0.07805 3.27500 -1.80978
C -0.57654 3.98006 0.70976
N 0.79430 3.47561 1.12977
H -2.13335 3.58861 -3.50039
H -1.85804 5.24858 -3.35035
H -3.40690 4.68591 -3.31698
H -2.85663 3.45702 -1.23238
H -2.87072 5.23211 -1.07457
H -1.32563 3.23489 0.99440
H -0.78174 4.87452 1.29260
H 1.13719 4.04932 1.89869
H 1.47509 3.48888 0.36352
H 0.74694 2.47812 1.49637
O -0.32920 -2.53808 -0.80687
B -0.58462 -1.49366 -1.72611
O -0.77328 -2.09657 -2.99884
C -0.62993 -3.45804 -2.83686
C -0.72216 -4.45875 -3.77748
C -0.52630 -5.76166 -3.32532
C -0.24982 -6.02985 -1.98893
C -0.15865 -5.00654 -1.04808
C -0.35636 -3.72309 -1.50659
H -0.93434 -4.24195 -4.81559
H -0.58925 -6.58054 -4.02915
H -0.10112 -7.05364 -1.67305
H 0.06076 -5.20569 -0.00783
*
```

---

A molecular structure, C26H33BrIrN at a distorted geometry, computed with ωB97M-V/def2-TZVPD.

For the frontier orbital gap (alpha / beta), the calculation gives 4.2855 / 5.0407 eV.

The geometry in ORCA input format:
```
! RIJCOSX wB97M-V def2-TZVPD def2/J DEFGRID3
* xyz 1 6
C -1.27691 1.93886 -1.39412
C -0.06499 1.31303 -1.82289
C 0.98061 1.67428 -0.90500
C 0.41301 2.54487 0.09349
C -0.99402 2.70066 -0.20732
Ir -0.52257 0.65410 0.33999
C 1.50048 -1.25593 1.82208
C 0.05206 -0.84964 1.57545
H -0.58249 -1.73922 1.49479
C -0.56411 0.25877 2.30316
H 0.08316 0.88213 2.92191
H -1.56089 0.07652 2.70195
C 1.55986 -2.42178 2.79997
H 0.95298 -3.26306 2.44540
H 2.59182 -2.77179 2.92059
H 1.18130 -2.10273 3.77898
C 2.37834 -0.11311 2.30545
H 2.33653 0.72953 1.60568
H 2.04127 0.22323 3.29412
H 3.42440 -0.42741 2.39772
C 0.09360 0.48159 -3.05143
H -0.71219 -0.25868 -3.13053
H 0.05555 1.11149 -3.95179
H 1.04851 -0.05008 -3.04696
C 2.42449 1.33775 -1.08116
H 2.52541 0.32165 -1.47230
H 2.90004 2.02809 -1.79180
H 2.96844 1.40272 -0.13754
C 1.14132 3.28838 1.16567
H 2.19177 2.99298 1.19491
H 1.09000 4.36930 0.98919
H 0.68718 3.08772 2.14174
C -1.96759 3.53149 0.55865
H -1.63089 3.65760 1.59107
H -2.07752 4.52468 0.10703
H -2.95200 3.05215 0.56539
C -2.60459 1.84519 -2.07431
H -3.42259 1.91735 -1.34882
H -2.72578 2.66003 -2.80054
H -2.69875 0.89803 -2.61734
C 1.34223 -2.17595 -0.69980
C 2.11155 -1.83398 0.34421
C 1.82270 -2.43978 -1.97389
C 3.50355 -1.93541 0.22077
H 0.29813 -2.18979 -0.27979
C 3.21330 -2.46341 -2.13467
H 1.12204 -2.63075 -2.78878
C 4.04881 -2.23875 -1.03134
H 4.15793 -1.78008 1.08355
H 3.63515 -2.67500 -3.11633
H 5.13231 -2.30356 -1.14040
Br -6.13018 -0.61137 1.68867
C -4.58328 -1.06833 0.67462
C -4.63519 -2.07816 -0.28178
C -3.48667 -2.31897 -1.03532
C -2.34834 -1.54352 -0.82791
N -2.29395 -0.60779 0.14185
C -3.39707 -0.36023 0.89264
H -5.54926 -2.64082 -0.42654
H -3.43483 -3.09118 -1.79693
H -1.45881 -1.67124 -1.45675
H -3.33436 0.40732 1.66337
*
```

---

Number 2 is which compound? C26H33BN6O8PSSr